This record from the Open Molecules 2025 dataset describes a molecular structure, C27H37BrN3O8RuSe2SiTe2 at a distorted geometry. The level of theory is ωB97M-V with the def2-TZVPD basis set.

```
82
C27H37BrN3O8RuSe2SiTe2 (ωB97M-V with the def2-TZVPD basis set)
Te -2.48097 4.21737 1.34477
Te -3.81310 2.24216 3.62314
Ru -1.27465 1.89055 0.65467
Br -0.80207 -0.85918 0.46408
Se -4.44741 4.57413 0.01627
Se -1.49813 1.60049 3.06355
Si 0.32943 -2.78363 0.51981
O 5.34826 5.96983 0.90873
O 0.80720 1.74336 0.92582
O -0.49313 8.04429 0.51841
O -3.66539 0.68788 0.53627
O -1.67101 6.27239 1.17195
O 4.32620 7.85881 0.89723
O -0.49214 4.07979 0.08248
O 2.86008 1.83936 0.07636
N -1.55827 1.41411 -6.84847
N -0.53466 6.79960 0.68644
N 4.32770 6.63849 0.89179
C 0.66734 6.04413 0.67219
C 1.08500 -4.69516 -1.44927
C -2.62987 2.31266 -2.20973
C 2.96931 -3.46327 1.33937
C -1.34177 -4.12457 -1.36403
C -0.41442 1.42829 -2.14581
C 3.03762 5.94171 0.78143
C -1.52778 1.68642 -4.25866
C -0.40395 1.30797 -3.52675
C -1.54334 1.53849 -5.70343
C 1.84360 2.38920 0.48424
C 2.78342 -1.65268 -0.37265
C -0.09343 -3.21396 3.29718
C -0.49897 -3.77831 1.92801
C 1.87041 6.69920 0.77731
C -2.63747 2.20027 -3.59328
C -4.40279 0.22224 -0.57796
C -1.53399 1.92150 -1.44124
C 1.81434 3.89920 0.56937
C 0.23646 -2.51430 -2.33353
C -2.03433 -3.69386 1.87908
C -0.08789 -5.26024 1.86771
C 0.07660 -3.55622 -1.21176
C 2.20503 -1.15240 1.95154
C 0.61826 4.63960 0.46750
C 2.12912 -2.25774 0.87918
C 3.02489 4.56512 0.69818
H 3.26420 -0.90971 2.10349
H 2.97546 -4.28327 0.61537
H 0.46833 0.92047 -4.04044
H 0.48022 1.13597 -1.60520
H 2.90404 -2.37250 -1.18409
H -2.46403 -4.07580 0.95546
H 0.96637 -3.33996 3.51431
H -2.10492 -3.36684 -1.16993
H -2.38539 -2.66977 2.01026
H -0.48657 -1.70246 -2.24521
H -3.49881 2.73110 -1.71369
H -2.43381 -4.29712 2.70542
H 1.70953 -0.23407 1.63110
H 2.63231 -3.86726 2.29523
H -1.46872 -4.46450 -2.39974
H 1.01944 -5.48654 -0.69824
H 1.79216 -1.44959 2.91373
H -0.65608 -3.75254 4.07097
H 1.22616 -2.06611 -2.37338
H 0.06009 -3.01789 -3.29313
H -0.51577 -5.78485 2.73220
H -4.99555 -0.66280 -0.32200
H -3.68398 -0.04513 -1.34946
H 3.94080 3.99483 0.71112
H 4.00859 -3.13759 1.47316
H -0.45917 -5.75891 0.97094
H 0.88313 -5.15289 -2.42662
H 3.78136 -1.29395 -0.09687
H -1.53184 -4.97957 -0.71396
H -4.23105 1.11739 1.19568
H -0.33981 -2.15355 3.38801
H 0.99503 -5.40192 1.90269
H 1.88812 7.77422 0.85796
H 2.11498 -4.33735 -1.46583
H 2.22937 -0.78570 -0.73982
H -3.50251 2.51678 -4.16607
H -5.06103 0.99626 -0.98098
```

Multiplicity   6
Relative energy (zero: lowest compared OMol25 entry of this formula, charge and spin)   2.484 eV
Charge   -2

***

This record from the Open Molecules 2025 dataset describes 5 unconnected molecules or ions with the total composition C3H16N6O5 at a distorted geometry. The level of theory is ωB97M-V with the def2-TZVPD basis set.

```
30
C3H16N6O5 (ωB97M-V with the def2-TZVPD basis set)
O 1.15942 -3.18386 -0.84536
O 0.89158 1.84593 -2.92390
O -3.11466 2.41891 -0.67433
O 0.35872 -0.82487 -2.02011
O -1.57291 -0.52079 -0.01893
N 2.47675 -3.73948 0.90655
N -0.90312 2.59724 -0.11787
N -1.65913 0.30716 2.08661
N 3.01019 -1.92528 -0.46263
N -2.35057 4.35180 0.23453
N -0.68377 -1.75054 1.65655
C 2.15058 -2.94869 -0.15302
C -1.33614 -0.64569 1.17364
C -2.19442 3.05867 -0.20284
H -0.42205 -2.44574 0.97836
H 3.74328 -1.74428 0.19744
H 1.79033 -4.42718 1.15528
H -3.22515 4.82839 0.13269
H 3.29037 -3.58856 1.47204
H -1.98836 1.19437 1.75213
H 0.61507 -1.66551 -1.59409
H 2.60082 -1.24225 -1.08016
H -0.17422 3.27722 -0.22825
H -1.49220 0.18613 3.06779
H 1.39560 1.56307 -3.69092
H -0.47871 -0.59911 -1.58685
H -0.27744 -1.75111 2.57323
H -0.75964 1.61240 -0.26552
H -1.66261 4.72006 0.86633
H 0.81237 1.04158 -2.38842
```

Relative energy (zero: lowest compared OMol25 entry of this formula, charge and spin)   0.097 eV

***

This record from the Open Molecules 2025 dataset describes a molecular structure, C17H20Br13NO3Si2 at a distorted geometry. The level of theory is ωB97M-V with the def2-TZVPD basis set.

```
56
C17H20Br13NO3Si2 (ωB97M-V with the def2-TZVPD basis set)
Br -1.89773 -2.35682 8.93488
Br 0.36065 -3.94171 7.32583
Br -2.28515 2.79902 -1.32850
Br 2.39252 3.46938 1.96854
Br -1.42092 -5.03826 4.10347
Br -1.55194 -0.21446 -3.61027
Br -0.50350 -1.01284 6.39349
Br 2.39727 4.95142 4.80562
Br -3.16454 -6.66048 1.97264
Br -3.78014 -3.57466 2.52935
Br -5.08396 1.87177 -0.11248
Br -4.97410 4.27998 -2.21032
Br 0.32809 5.83502 2.53459
Si 0.93464 -0.36610 -1.81922
Si 2.89239 1.68119 -1.38864
O -0.00993 0.83390 1.41319
O -0.05589 -2.78904 0.28245
O 2.52778 0.04676 -1.48486
N -0.10337 -0.54802 -0.39117
C -2.42419 -4.94747 2.45924
C 0.13708 0.74890 -3.14145
C 0.57236 3.43263 -0.55334
C 1.02584 -3.16306 -3.08689
C 1.00070 0.84019 -4.44379
C 0.19880 0.92657 -5.76662
C 4.28740 1.81034 -0.15448
C 5.10288 1.81434 0.72953
C 1.01754 -2.05375 -2.62224
C 1.72710 -0.74109 1.51478
C 1.33447 4.37266 3.29938
C -2.08956 -2.08286 -0.70958
C -0.64955 -1.88564 -0.22584
C 0.51270 -0.08772 0.86356
C -4.17909 2.61589 -1.64421
C 1.51297 2.69316 -0.66837
C -1.07837 -2.66017 7.21526
H -0.64889 1.61601 -5.69439
H 1.50325 -1.77818 1.78745
H -0.18251 4.18995 -0.53752
H 1.94877 -0.15631 2.41480
H 0.87749 1.35512 -6.52353
H 2.63306 -0.71959 0.89719
H -4.29771 1.91195 -2.45804
H -0.19853 1.71247 -2.75861
H 5.63513 1.55313 1.62133
H 1.59019 1.76486 -4.36378
H 1.67189 -0.02660 -4.51697
H -2.56508 -2.73961 0.02261
H -0.09762 -0.05222 -6.14965
H 1.36597 -4.02824 -3.61857
H -2.61314 -1.11986 -0.69228
H 0.61588 3.65593 3.67472
H -1.83600 -3.08866 6.57177
H 3.40821 2.25434 -2.63364
H -2.09464 -2.53618 -1.70461
H -1.72698 -4.66727 1.67820
```

***

For each record above, in turn, the calculated energy values are -275228.4312; -22552.0780; -951890.2875 eV.